[1]
Below is a structure of composition C37H35N4NaO5Se, with properties calculated with ωB97M-V/def2-TZVPD.

```
83
C37H35N4NaO5Se ωB97M-V/def2-TZVPD
H 0.46 -13.95 7.26
H -2.82 -19.95 11.68
C -3.37 -19.16 11.20
C -5.69 -18.62 6.99
C 2.29 -17.30 3.80
H 1.99 -18.34 5.65
O -1.05 -16.49 6.99
C -2.99 -20.16 5.09
C -0.40 -16.62 3.88
C -4.32 -18.17 9.12
H -1.62 -21.86 5.65
H -1.47 -16.60 3.77
O -4.33 -16.65 7.23
H 1.39 -13.03 6.12
N -2.65 -15.38 12.29
H 0.55 -10.88 5.19
C -0.77 -17.61 6.27
C -1.47 -10.72 4.90
C -2.89 -12.51 5.75
O -4.02 -13.01 5.80
H -7.78 -17.65 4.53
H -3.32 -22.20 5.29
H 1.66 -21.43 9.23
C -6.42 -19.65 7.58
C -3.10 -18.73 6.94
H -5.11 -16.34 11.88
C 0.90 -20.89 7.29
C -3.60 -19.21 9.81
C -0.02 -18.54 8.49
H -4.02 -9.72 5.08
C -6.11 -17.99 5.83
C 1.04 -20.70 8.65
H -2.22 -21.90 3.99
C -3.86 -18.05 11.94
H -5.32 -16.24 9.42
C -4.07 -19.96 4.03
H 2.51 -15.70 2.43
H -6.06 -20.30 8.37
C -0.60 -12.61 6.11
Na -2.76 -15.21 7.02
H -4.71 -11.35 4.58
C -2.47 -21.62 5.04
H 0.26 -19.51 10.39
H -2.67 -17.24 5.30
C 0.13 -17.33 4.98
H -5.39 -17.37 5.40
C -0.39 -11.38 5.38
H -8.30 -20.73 7.58
H -0.26 -17.54 8.88
Se -1.13 -13.58 10.52
C -3.90 -10.63 4.54
N -1.83 -13.12 6.29
C -0.09 -18.69 7.09
H 3.21 -17.76 3.62
N 0.48 -13.30 6.47
C 0.46 -19.84 6.51
O -1.99 -19.20 4.88
H -3.29 -20.14 9.30
C 1.48 -17.74 4.87
H -1.38 -9.75 4.44
H -3.75 -10.38 3.48
C -1.96 -14.67 11.62
H -4.34 -18.86 3.95
N -2.70 -11.28 5.01
H 0.05 -15.23 2.31
C -4.40 -17.94 7.56
H -4.93 -20.58 4.38
C -8.26 -19.04 6.14
O -3.55 -20.01 6.42
H 1.28 -21.83 6.81
C -4.81 -17.10 9.92
H -9.34 -18.96 5.96
H 0.43 -19.97 5.39
C -7.41 -18.19 5.40
C 1.79 -16.27 3.04
H -3.67 -20.29 3.04
H -3.51 -17.92 12.96
C -4.68 -17.14 11.32
C -7.75 -19.88 7.13
C 0.45 -15.95 3.04
H -2.46 -18.95 7.81
C -2.21 -18.10 5.84
C 0.47 -19.57 9.29
```

Charge = -2
Total energy = -124897.738 eV

=====

[2]
Below is a cluster of 2 separate species, C4H12N3 in total, with properties calculated with ωB97M-V/def2-TZVPD.

```
19
C4H12N3 ωB97M-V/def2-TZVPD
N 0.69 1.29 0.40
N 1.84 -0.68 -0.46
H 2.39 -0.66 0.44
H -2.45 0.20 0.36
H -1.81 0.61 -1.91
H -3.06 -0.69 -1.91
C 0.97 0.45 -0.53
H 1.03 1.05 2.55
C -2.00 -0.47 -1.65
H -1.57 -1.33 1.68
H 2.61 1.16 1.58
H 1.59 2.58 1.82
C 1.55 1.48 1.64
H -0.36 -1.77 0.25
C -1.23 -1.29 0.62
H 2.43 -0.81 -1.25
N -1.91 -0.51 -0.18
H -1.14 -1.08 -1.97
H 0.43 0.47 -1.49
```

Charge = +1
Total energy = -8804.421 eV
Energy above the lowest of the compared OMol25 structures with the same formula, charge and spin = 319.6 kJ/mol

=====

[3]
Below is a structure of composition C10H22MgN4O6, with properties calculated with ωB97M-V/def2-TZVPD.

```
43
C10H22MgN4O6 ωB97M-V/def2-TZVPD
H 1.54 -1.45 -2.00
C 2.46 1.34 -0.34
C -1.53 -2.31 -0.32
O -2.84 -2.31 -0.44
N 0.16 2.21 -0.26
H 0.52 -4.37 0.87
N 1.93 -0.03 -0.51
H 0.33 3.94 0.96
O -1.05 -1.87 3.28
H 3.79 -0.95 -0.05
H 2.34 -1.98 0.15
N -1.11 -3.35 0.42
H 1.38 2.29 -1.95
H -3.50 -0.36 -0.52
H 1.89 3.38 -0.68
Mg -0.15 0.10 0.24
H -0.89 2.74 1.48
C 1.95 -0.44 -1.92
H 2.98 -0.44 -2.31
H -1.82 -3.76 1.01
C -0.92 -0.92 2.53
C -0.90 2.77 -1.12
O 0.20 -0.51 2.02
C 1.49 2.38 -0.87
C -2.21 -0.14 1.98
H 0.28 -3.00 1.79
H 2.67 -0.72 1.34
H -1.87 2.53 -0.67
H 1.34 0.22 -2.53
H -0.80 3.85 -1.23
H 3.43 1.44 -0.85
N 0.24 -3.39 0.85
H -4.45 -1.60 -1.41
H 0.82 2.42 1.75
O -0.79 -1.46 -0.84
C 0.11 2.88 1.06
H -0.84 2.31 -2.11
C 2.74 -0.98 0.28
C -3.46 -1.23 -1.17
O -3.27 -0.24 2.55
H -2.89 -1.02 -2.07
O -1.95 0.53 0.89
H 2.63 1.49 0.72
```

Total energy = -34421.355 eV

=====

[4]
Below is the ion C6H7BrClN4 with charge +1, with properties calculated with ωB97M-V/def2-TZVPD.

```
19
C6H7BrClN4 ωB97M-V/def2-TZVPD
C 0.79 0.79 2.09
Br -1.25 0.22 -3.57
N 0.71 -1.53 -0.49
H 0.78 2.65 3.13
H -1.06 -3.32 -0.97
C -0.17 -1.36 -1.41
H -2.02 -2.02 -1.69
N 1.09 2.03 -1.39
H 1.07 0.04 3.02
C 1.19 -0.81 0.45
Cl 2.66 -1.39 1.24
H 0.26 2.63 1.54
C -1.07 -2.49 -1.71
C 0.50 0.99 -1.62
H 1.87 2.47 -1.85
C -0.14 -0.07 -2.11
H -0.69 -2.83 -2.61
N 0.60 0.25 0.92
N 0.48 2.07 2.35
```

Charge = +1
Total energy = -94851.712 eV
Energy above the lowest of the compared OMol25 structures with the same formula, charge and spin = 0.0 kJ/mol
Structure (SMILES) = CC(/N=C(Cl)\N=C\N)=C(\Br)C#[NH+]

=====

[5]
Below is a structure of composition C12H21FO5Pt, with properties calculated with ωB97M-V/def2-TZVPD.

```
40
C12H21FO5Pt ωB97M-V/def2-TZVPD
C 1.57 1.73 1.37
O -0.42 -1.94 0.75
C 0.38 -0.01 -0.21
H -0.45 0.39 -3.60
H -3.24 -1.41 -4.28
H -1.50 0.75 -1.96
C 0.81 -1.40 0.28
H -1.69 -0.66 -4.96
O -2.39 -1.07 1.40
O -0.89 0.18 0.25
H 1.71 -3.64 1.21
H -2.16 2.90 3.10
H -1.11 -2.20 -2.46
C 2.42 -2.88 1.54
H 2.18 1.00 -0.58
C -1.25 3.48 2.89
F 1.36 -0.97 2.50
C -2.16 -1.44 -4.18
H -0.68 3.59 3.82
H 1.15 -2.01 -0.57
H 1.92 2.75 1.23
H 0.76 2.03 -0.59
H -2.57 -1.29 -2.04
O 0.25 -0.23 -1.80
O -0.46 2.83 1.90
C -0.90 -0.08 -2.36
C -1.35 -0.99 0.89
C 0.42 1.83 2.36
H 0.80 2.06 3.36
C 1.25 1.21 -0.04
C -1.70 -1.32 -2.72
H 2.39 1.18 1.83
H -1.53 4.45 2.50
H 3.36 -3.03 1.00
H -1.77 -2.34 -4.67
H -0.13 0.89 2.47
H 2.62 -3.02 2.60
Pt -1.60 0.97 -4.59
H 2.71 -0.79 1.03
C 1.91 -1.47 1.33
```

Charge = +2
Total energy = -28961.667 eV

=====

[6]
Below is a structure of composition C19H35NO2P2Pt, with properties calculated with ωB97M-V/def2-TZVPD.

```
60
C19H35NO2P2Pt ωB97M-V/def2-TZVPD
H -1.67 2.64 -4.36
H -2.99 2.34 -0.93
C -3.33 -1.58 -4.37
C 0.91 -3.32 -1.89
H -2.15 -3.98 -3.34
H -3.24 1.80 -4.42
H 2.93 -2.33 -5.28
P -1.37 0.31 -3.87
C 1.34 -4.60 -4.04
H 1.62 -3.72 -1.16
C 2.81 -4.84 -4.01
H -5.45 -2.93 -2.32
C -2.19 1.74 -4.71
O -0.28 1.09 -0.04
C -4.92 -2.24 -1.65
H -0.28 -1.36 1.59
H -2.33 -2.04 2.19
C 1.33 -1.86 -2.25
H 2.14 -0.44 -3.71
C -3.00 -3.68 -2.71
C -2.48 2.25 -1.91
H -1.14 -2.00 -4.53
H 0.74 -0.40 -5.38
H -3.91 -4.03 -3.24
C -1.09 0.28 0.40
C 3.53 -3.55 -3.57
H 3.18 -5.68 -3.40
H 0.60 1.39 -5.34
H -3.64 -2.51 -4.83
H -1.81 -1.06 -5.85
N -2.33 -0.06 -0.09
H -1.41 2.44 -1.70
C -3.23 -0.55 0.89
C 0.03 0.45 -5.35
H 1.68 -1.38 -1.32
H -0.04 -3.21 -1.33
H -0.46 0.16 2.48
H 3.47 -3.45 -2.50
H -5.56 -1.40 -1.37
H -0.29 -4.88 -2.69
H 3.05 -5.08 -5.05
H 0.87 -4.74 -5.01
C -2.34 -0.96 2.05
P -3.36 -1.83 -2.49
H -2.05 1.64 -5.78
C -0.94 -0.48 1.73
H -2.97 -4.26 -1.77
H -0.55 0.43 -6.29
H -2.82 3.06 -2.58
H -4.68 -2.75 -0.70
H 0.39 -1.33 -2.48
C 2.92 -2.35 -4.18
Pt -2.61 0.15 -2.09
O -4.45 -0.60 0.77
C -1.91 -1.25 -4.78
H 4.58 -3.65 -3.84
C 0.60 -4.28 -2.96
H -3.99 -0.73 -4.61
C 2.24 -1.51 -3.43
H -2.76 -0.45 2.90
```

2S+1 = 3
Total energy = -47673.636 eV
Energy above the lowest of the compared OMol25 structures with the same formula, charge and spin = 0.0 kJ/mol